A.
Density functional theory data (wB97M-V/def2-TZVPD) for a cluster of 2 separate species, C6H18N3 in total.

Charge: +1
Orbital gap in hartree: 0.400
Lowest unoccupied orbital energy in eV: -3.03
HOMO in eV: -13.9

```
27
Properties=species:S:1:pos:R:3:lowdin_charge:R:1
C -1.739 -0.777 -2.346 -0.28
C -0.706 0.379 -2.463 -0.11
C -1.955 -1.231 -0.873 -0.12
H -1.385 -1.559 -3.008 0.10
H -2.770 -0.535 -2.568 0.09
H -0.921 1.115 -3.239 0.07
H -0.686 0.802 -1.456 0.02
H -1.992 -0.325 -0.280 0.06
H -1.284 -2.022 -0.575 0.05
H 0.231 0.047 -2.921 0.06
H -2.884 -1.786 -0.845 0.07
C 0.744 1.358 1.969 -0.19
C 0.112 2.281 1.029 -0.11
C 1.517 -0.845 1.221 -0.41
N 1.810 0.492 1.237 0.11
N 0.910 -1.437 2.253 0.21
N 1.940 -1.436 0.104 0.22
H 1.391 1.865 2.716 0.13
H 0.052 0.899 2.669 0.11
H -0.401 1.964 0.123 0.05
H 0.641 3.049 0.438 0.10
H 2.111 0.994 0.415 0.14
H 0.394 -0.883 2.919 0.11
H 1.168 -2.294 2.719 0.14
H 2.154 -0.815 -0.657 0.13
H 2.028 -2.431 -0.019 0.14
H -0.483 3.130 1.436 0.11
```



B.
Density functional theory data (wB97M-V/def2-TZVPD) for a cluster of 2 separate species, C6H18N3 in total.

Charge: +1
Orbital gap (spin up / spin down) in hartree: 0.295 / 0.295
Lowest unoccupied orbital energy (spin up / spin down) in eV: -3.07 / -3.07
HOMO (spin up / spin down) in eV: -11.1 / -11.1

```
27
Properties=species:S:1:pos:R:3:lowdin_charge:R:1
C -0.602 1.007 -1.595 -0.08
C -1.155 1.084 0.870 -0.07
C 0.843 -1.547 -1.212 -0.02
C 0.594 -1.359 1.256 -0.02
C -0.335 0.465 -0.214 -0.35
C -0.004 -0.985 -0.087 -0.51
N 1.419 2.250 1.209 -0.06
N 1.605 1.467 0.154 0.02
N -1.390 -1.753 -0.183 0.25
H 0.218 0.808 -2.279 0.08
H -1.517 0.596 -2.031 0.09
H -0.738 2.085 -1.541 0.09
H -1.972 1.675 0.460 0.09
H -0.516 1.779 1.447 0.07
H -1.560 0.379 1.595 0.07
H 1.043 -2.604 -1.052 0.10
H 0.375 -1.423 -2.184 0.09
H 1.793 -1.021 -1.224 0.11
H 1.532 -0.824 1.354 0.09
H 0.805 -2.426 1.307 0.10
H -0.044 -1.084 2.090 0.09
H 1.316 3.256 1.127 0.12
H 1.809 1.897 2.071 0.11
H 1.563 1.999 -0.711 0.07
H -1.677 -1.799 -1.166 0.16
H -2.093 -1.219 0.346 0.16
H -1.316 -2.703 0.194 0.17
```



Compare the structures above. Which one is the most stable? A is.